1.
C18H38OP2Tc | ωB97M-V/def2-TZVPD

Values from the calculation:
Largest force on an atom: 12.98 eV/Å
Multiplicity: 4
Energy above the lowest of the compared OMol25 structures with the same formula, charge and spin: 0.0 kcal per mole
E_LUMO (alpha / beta): -10.01 / -10.04 eV
HOMO-LUMO gap (alpha / beta): 3.2 / 3.1 eV
Charge: +2

Structure (XYZ):
```
60
Properties=species:S:1:pos:R:3:mulliken_spin:R:1
H -0.15735 -2.69606 2.22167 0.00
H 0.38027 1.71410 -2.34085 0.01
C -2.69829 0.87677 3.80159 0.03
C -1.43075 -2.91522 -2.82076 0.08
H -0.94122 -0.31966 5.26484 0.00
C 0.24281 0.66628 -2.64554 0.02
C -2.29871 0.78728 -2.27772 0.02
H -0.01915 0.30099 3.89405 0.00
C 0.75031 3.25110 -0.41491 0.00
H -2.74030 -3.99556 -0.56591 0.03
H -3.68064 1.03108 3.35225 0.00
C 0.75320 2.21577 0.65790 0.00
H -0.06612 0.71387 -3.71509 0.00
H 0.99780 -4.30263 -0.40197 0.00
H -1.83139 -3.19066 2.45702 0.01
C -0.66573 -1.61583 -3.01703 0.08
H 4.90555 1.65749 -1.34869 0.00
C -3.02936 -3.00703 -0.12183 -0.08
H 2.11830 4.19216 -1.77268 0.00
H -2.06846 1.73608 3.54739 0.00
Tc -1.53102 -1.41966 0.17778 1.88
H 5.08135 3.37079 0.55584 0.00
H -3.88192 -2.70288 -0.72241 0.02
H -3.37668 -3.30217 0.87935 0.01
C 3.05082 4.10766 0.20449 0.00
P -1.02988 -0.35649 -1.60383 -0.11
C -1.98832 -0.40349 3.35554 -0.01
H -2.50919 -2.86237 -3.05589 0.00
C 4.34764 3.38723 -0.26058 0.00
H 2.84010 3.76259 1.23037 0.00
H 2.32712 1.04408 1.45596 0.00
H -1.87638 1.79142 -2.12224 0.00
H -2.41011 0.60857 -3.34855 0.00
H 0.40594 -1.87617 -2.79791 0.00
H -2.61355 -1.26592 3.64990 0.00
H -0.21036 -1.44915 4.14155 0.00
H 1.45606 -3.01667 -1.51000 0.04
C 1.90241 3.87053 -0.73445 0.01
H -0.81769 -4.06177 1.31419 0.01
H -0.25437 1.74932 0.71896 -0.01
C -1.05513 -3.04429 1.68480 0.03
O -1.74814 -0.39817 1.94117 0.26
P -0.98166 -3.05565 -1.00526 0.60
H 3.24012 5.20150 0.25651 0.00
H -1.01292 -3.74986 -3.40884 0.00
C 3.02981 1.21203 -0.56952 0.01
H 0.68549 -4.49942 -2.15548 0.00
H 3.16888 0.18906 -1.02232 0.00
H -2.83848 0.88506 4.88635 0.00
H 1.32384 0.22316 0.24755 0.01
C 1.87890 1.15089 0.45951 -0.01
C -0.72070 -0.48373 4.19851 0.01
H 0.88735 2.75851 1.61745 0.00
H -0.68498 -1.20832 -4.03757 0.00
C 4.06740 2.04248 -0.77554 0.00
H 4.86127 3.98251 -1.02622 0.00
H 1.23758 0.21762 -2.64390 0.00
H -3.26409 0.74447 -1.78053 0.00
H -0.21327 3.54500 -0.83435 0.00
C 0.70594 -3.78862 -1.31410 0.05
```



2.
C26H22ClKN2PS2 | ωB97M-V/def2-TZVPD

Values from the calculation:
Largest force on an atom: 0.69 eV/Å
E_LUMO: -2.14 eV
HOMO-LUMO gap: 8.9 eV
Charge: +1

Structure (XYZ):
```
55
Properties=species:S:1:pos:R:3:mulliken_charge:R:1
H -2.57275 1.48099 5.70405 0.39
H 1.14960 0.82731 -1.72256 0.56
H -1.48754 -0.56678 4.82197 0.46
C -0.42856 3.98134 -0.21506 0.11
C 3.06480 1.11375 -0.81484 -0.76
H 0.15808 -6.04366 -3.77167 0.38
C -1.98719 2.48805 2.52600 -0.25
C 1.66614 1.58960 1.53848 -0.34
H 3.12645 -1.88316 0.72035 0.09
H 1.13150 1.78898 2.45883 0.46
N 1.84859 -3.33488 -0.99057 -0.35
H -2.12648 3.34944 1.88756 0.34
C -2.02146 5.36776 -1.36191 -0.47
H 0.51722 3.87383 0.30093 0.40
C 1.68160 1.03922 -0.79820 -0.43
C -1.63665 0.29645 4.18931 -0.76
C -1.37279 1.34696 2.00675 -0.25
H 4.58118 -1.80300 -0.28471 0.35
C -3.37828 -3.54047 -1.44989 -1.08
C -2.41796 2.53764 3.84218 -0.90
H -3.79425 4.38583 -2.06356 0.41
C 1.46495 -4.15714 -2.02505 0.11
H 4.83360 1.48128 0.34354 0.43
C -2.11649 -4.11407 -1.99944 0.56
N -0.93157 -3.71450 -1.63829 -0.16
S -2.11459 -5.36485 -3.17574 -0.14
C -2.47053 3.02896 -1.06534 -0.23
S 3.99223 -4.18590 -2.07184 -0.18
C -2.24160 1.44556 4.67560 -0.44
C 3.05275 1.64917 1.52584 -0.67
C 0.96465 1.28689 0.37420 0.37
C -0.80892 5.22054 -0.70234 -0.71
C -0.40857 -5.36103 -3.16299 -0.54
P -0.86496 1.22133 0.25328 0.32
H -4.25212 -4.01755 -1.88762 0.39
C -1.26089 2.87628 -0.38946 -0.22
H -3.11623 2.17117 -1.21405 0.40
H 4.37118 -3.13437 0.85190 0.38
H 3.58606 1.88933 2.43612 0.45
H 2.46192 -5.35882 -3.57629 0.37
H -3.43085 -2.47110 -1.65909 0.27
H -3.41252 -3.68081 -0.36909 0.28
C 3.84731 -2.47525 0.15872 -1.00
C 3.75372 1.41761 0.35148 -0.56
H -0.15782 6.07406 -0.56818 0.42
H -2.31687 6.33805 -1.73718 0.40
C 3.14272 -3.26943 -0.88806 0.61
C 0.05244 -4.41983 -2.28875 0.30
H 3.60263 0.94111 -1.73827 0.45
C -1.22413 0.26498 2.87027 1.10
H -2.89175 3.43481 4.21571 0.41
C -2.85284 4.27327 -1.54271 -0.66
C 2.50098 -4.70041 -2.72616 -0.57
K 0.00954 -1.67514 -0.47156 0.92
Cl -0.46467 -1.20939 2.31740 -0.23
```



3.
H22O11 | ωB97M-V/def2-TZVPD

Values from the calculation:
Largest force on an atom: 3.80 eV/Å
Energy above the lowest of the compared OMol25 structures with the same formula, charge and spin: 89.5 kcal per mole
SMILES: O.O.O.O.O.O.O.O.O.O.O
E_LUMO: 0.01 eV
HOMO-LUMO gap: 9.1 eV
Charge: 0

Structure (XYZ):
```
33
Properties=species:S:1:pos:R:3:mulliken_charge:R:1
O -3.21331 -2.81885 -1.73648 -0.63
O 3.85512 -0.02699 -1.59259 -0.57
H -1.14424 1.00220 -0.86001 0.28
O 2.34026 2.20103 -0.62386 -0.68
H -0.01763 -2.27610 -1.53710 0.25
O -3.09818 3.76261 -1.37551 -0.63
H -3.13405 -3.07538 -0.81079 0.32
H -3.20947 4.44361 -0.70257 0.32
H 0.17583 0.69889 -0.17048 0.27
O -3.72995 -0.82165 1.48830 -0.59
H -1.18297 -1.53556 -2.17242 0.31
H 4.12622 0.29270 1.17663 0.22
H 0.64769 -1.04477 3.88169 0.31
H -0.30944 2.88480 1.64219 0.30
H 1.85554 2.96425 -0.95782 0.32
O -0.02703 2.61065 2.52201 -0.61
O -0.22853 -1.48618 -2.04752 -0.56
O -0.01875 -1.44996 3.31541 -0.61
H 1.33237 -2.79016 0.82060 0.28
H -4.13949 -0.94233 0.62418 0.30
H 0.47351 1.80184 2.36622 0.30
O -0.76701 0.79829 0.00318 -0.54
O 3.51251 0.27564 0.43363 -0.53
H 3.35442 -0.83373 -1.75831 0.31
H 2.05865 -3.37235 -0.38090 0.31
O 2.21209 -3.02641 0.50554 -0.59
H -4.09092 -3.12582 -1.99057 0.30
H 1.96832 1.45616 -1.10948 0.23
H -4.32664 -0.22089 1.94877 0.30
H -2.47169 4.14836 -1.99816 0.31
H 3.51479 0.59795 -2.24267 0.26
H 3.31339 1.20483 0.27257 0.42
H 0.36853 -2.29670 3.06634 0.30
```



4.
C20H29N3O5 | ωB97M-V/def2-TZVPD

Values from the calculation:
Largest force on an atom: 0.85 eV/Å
Energy above the lowest of the compared OMol25 structures with the same formula, charge and spin: 4.3 kcal per mole
SMILES: CCCCNC(=O)CCCCCn1c(=O)[nH]c2cc(OC)c(OC)cc2c1=O
E_LUMO: 0.37 eV
HOMO-LUMO gap: 8.7 eV
Charge: 0

Structure (XYZ):
```
57
Properties=species:S:1:pos:R:3:mulliken_charge:R:1
C 0.06164 0.61106 0.26755 0.76
H -1.26307 0.37447 -5.42718 0.29
H 2.53482 2.37397 3.72553 0.41
H -2.31297 -3.90638 -2.49683 0.28
C -0.44496 2.87360 1.08822 0.35
H -4.10190 -3.65694 -0.03595 0.32
H 1.68714 -1.42570 0.68435 0.60
H 4.76357 2.15788 4.44561 0.36
H 5.27764 0.87700 5.57040 0.24
H -2.00560 0.95503 -1.06037 0.04
H -4.60316 -4.29673 -1.60082 0.30
C 1.35697 1.60654 2.11980 -0.77
H 3.70327 -2.65217 0.60626 0.35
C -3.25581 -5.57435 -0.51729 -1.29
C -0.99494 -0.04899 -4.45779 -1.01
C -3.75400 -4.19241 -0.92247 -0.35
H -0.20736 -0.78995 -4.61719 0.38
C 3.54210 -2.90130 1.65968 -0.88
C 1.12049 0.53405 1.26464 -0.37
H -3.51888 -1.45172 -1.13501 0.25
H -2.41790 -5.49164 0.17186 0.32
N -0.65611 1.79532 0.24674 0.08
O 3.72436 -1.77825 2.48932 -0.46
H 0.72258 3.51530 2.61300 0.25
C -1.73097 1.95567 -0.72685 -0.65
N 0.57114 2.72737 1.99800 -0.08
C 2.37146 1.53014 3.07460 -0.56
H -1.28281 -1.07209 -2.12851 0.10
H 4.29010 -3.62469 1.97893 0.23
C -3.16262 -1.99261 -2.02068 -0.98
C -0.48704 1.04802 -3.52302 0.02
C -1.54845 2.12072 -3.25915 -0.66
O -0.19514 -0.29403 -0.51001 -0.74
H -4.04683 -6.13914 -0.02953 0.39
H -1.53325 2.85455 -4.06680 0.44
C -1.32100 2.83129 -1.92432 -0.84
O -1.10792 3.88311 1.04105 -0.65
H -0.26482 3.09565 -1.83509 0.38
H -2.57503 2.40632 -0.20215 0.55
C 3.14687 0.39029 3.17825 1.11
C 2.90903 -0.71023 2.30474 0.61
C -2.22573 -0.78041 -3.93388 0.66
C -2.66205 -3.37634 -1.60822 -0.37
C 1.90659 -0.62193 1.36753 -0.21
H -1.81231 -3.25764 -0.93088 0.28
H -3.98493 -2.07791 -2.73514 0.44
H -2.92575 -6.13123 -1.39139 0.33
O 4.14800 0.21198 4.06349 -0.45
H -1.88792 3.76136 -1.89659 0.31
H 0.39740 1.51184 -3.96680 0.46
H -0.17302 0.60254 -2.57967 -0.22
O -3.21761 -0.95000 -4.61724 -0.70
N -2.12197 -1.23017 -2.66789 0.25
H 2.54363 -3.33242 1.78207 0.35
H 3.60083 1.47367 5.61910 0.36
H -2.53997 1.66442 -3.25555 0.32
C 4.45088 1.24802 4.96754 -0.93
```